(1)
The following is a quantum chemistry calculation of a cluster of 12 separate species, C48H72O36 in total, from the OMol25 dataset.

Results
Multiplicity: 1
HOMO-LUMO gap in eV: 9.841
Energy relative to the best compared isomer or geometry (same formula, charge and spin) in kcal/mol: 147.9
Max |F| in Eh/bohr: 0.05749
SMILES: C[C@H]1COC(=O)O1.C[C@H]1COC(=O)O1.C[C@H]1COC(=O)O1.C[C@H]1COC(=O)O1.C[C@H]1COC(=O)O1.C[C@H]1COC(=O)O1.C[C@H]1COC(=O)O1.C[C@H]1COC(=O)O1.C[C@H]1COC(=O)O1.C[C@H]1COC(=O)O1.C[C@H]1COC(=O)O1.C[C@H]1COC(=O)O1
E in eV: -124653.074
LUMO energy in eV: -0.2

Each line ends with the Mulliken charge.
Cartesian coordinates (Å):
C  -4.64  -5.55  -1.69  -1.040
C  -4.99  -4.32  -2.50  0.183
C  -6.41  -3.73  -2.26  -0.447
O  -6.16  -2.36  -1.93  -0.423
C  -4.86  -2.16  -1.63  0.447
O  -4.40  -1.15  -1.17  -0.461
O  -4.19  -3.22  -1.95  0.064
H  -3.65  -5.98  -1.83  0.256
H  -5.44  -6.24  -2.00  0.415
H  -4.67  -5.35  -0.62  -0.005
H  -4.68  -4.17  -3.54  0.428
H  -6.90  -4.21  -1.41  0.294
H  -7.02  -3.74  -3.16  0.315
C  -3.98  2.24  -0.17  -1.143
C  -4.85  3.32  0.48  0.451
C  -4.47  4.82  0.31  0.096
O  -5.65  5.35  -0.29  -0.374
C  -6.57  4.38  -0.51  0.617
O  -7.64  4.55  -1.02  -0.555
O  -6.15  3.20  -0.09  -0.390
H  -3.11  1.89  0.38  0.186
H  -3.61  2.55  -1.15  0.283
H  -4.63  1.42  -0.51  0.404
H  -4.90  3.21  1.56  0.288
H  -3.63  4.90  -0.38  -0.194
H  -4.30  5.22  1.31  0.343
C  0.34  3.25  7.97  -1.328
C  -0.14  3.18  6.51  0.390
C  0.33  4.33  5.64  -0.470
O  0.98  3.66  4.53  -0.334
C  0.89  2.34  4.68  0.262
O  1.03  1.53  3.80  -0.169
O  0.50  2.04  5.91  -0.265
H  -0.25  4.11  8.34  0.370
H  1.39  3.52  7.88  0.312
H  0.14  2.56  8.78  0.340
H  -1.22  3.03  6.40  0.323
H  1.12  4.95  6.07  0.279
H  -0.43  4.95  5.16  0.258
C  3.29  -3.92  6.80  -1.398
C  2.70  -2.75  5.99  0.591
C  1.39  -2.83  5.10  -0.056
O  0.48  -1.88  5.62  -0.214
C  0.86  -1.61  6.88  0.522
O  0.14  -1.17  7.73  -0.590
O  2.14  -1.94  7.06  -0.402
H  4.32  -4.07  6.47  0.354
H  2.65  -4.80  6.72  0.328
H  3.29  -3.74  7.87  0.359
H  3.49  -2.16  5.52  0.255
H  0.94  -3.83  5.11  0.369
H  1.66  -2.62  4.07  -0.074
C  1.92  1.72  -5.02  -1.236
C  0.61  2.23  -5.57  0.169
C  -0.61  1.24  -5.48  0.211
O  -1.55  1.98  -4.73  -0.383
C  -1.01  3.14  -4.26  0.629
O  -1.61  3.90  -3.56  -0.489
O  0.20  3.30  -4.73  -0.188
H  1.85  1.49  -3.96  0.136
H  2.71  2.46  -5.12  0.396
H  2.19  0.82  -5.58  0.410
H  0.60  2.57  -6.61  0.299
H  -0.23  0.39  -4.90  -0.337
H  -0.92  0.83  -6.44  0.370
C  4.12  4.17  -0.04  -0.858
C  5.01  4.00  -1.26  0.413
C  4.19  4.07  -2.56  0.476
O  4.30  5.48  -2.87  -0.334
C  5.26  6.08  -2.16  0.679
O  5.50  7.26  -2.16  -0.584
O  5.84  5.19  -1.38  -0.442
H  4.66  4.40  0.87  0.434
H  3.52  3.26  -0.08  0.029
H  3.42  5.00  -0.14  0.142
H  5.71  3.17  -1.15  0.329
H  3.13  3.96  -2.42  -0.457
H  4.77  3.53  -3.31  0.216
C  -0.61  -0.43  2.03  -0.762
C  -0.07  -0.31  0.59  1.146
C  -1.11  -0.23  -0.49  0.260
O  -0.71  0.81  -1.35  0.209
C  0.45  1.35  -0.92  0.295
O  1.09  2.19  -1.46  -0.475
O  0.73  0.86  0.33  -0.208
H  0.26  -0.55  2.66  0.093
H  -1.20  -1.33  2.16  -0.227
H  -1.19  0.46  2.26  0.460
H  0.71  -1.05  0.39  -0.068
H  -2.08  0.01  -0.06  -0.100
H  -1.20  -1.19  -1.01  -0.582
C  -1.10  5.90  -0.82  -0.998
C  -0.24  6.70  -1.80  0.156
C  1.13  6.21  -2.16  0.828
O  1.25  6.32  -3.57  -0.272
C  0.05  6.71  -4.07  0.580
O  -0.19  6.96  -5.21  -0.632
O  -0.82  6.72  -3.10  -0.349
H  -1.01  4.84  -1.06  0.028
H  -2.07  6.36  -0.95  0.403
H  -0.72  6.05  0.19  0.387
H  -0.43  7.75  -1.54  0.361
H  1.37  5.16  -1.93  -0.746
H  1.88  6.78  -1.60  0.252
C  3.71  -5.29  -4.30  -1.313
C  4.14  -4.44  -3.09  0.420
C  3.93  -2.91  -3.28  -0.461
O  3.16  -2.56  -2.16  -0.234
C  2.69  -3.63  -1.48  0.725
O  1.92  -3.56  -0.58  -0.498
O  3.12  -4.73  -2.12  -0.410
H  4.42  -5.12  -5.10  0.420
H  2.64  -5.13  -4.45  0.165
H  3.65  -6.33  -3.97  0.373
H  5.14  -4.79  -2.84  0.335
H  3.49  -2.67  -4.25  0.255
H  4.85  -2.33  -3.17  0.262
C  -0.48  -2.21  -3.49  -0.840
C  -1.24  -3.52  -3.70  0.730
C  -0.70  -4.62  -4.61  -0.646
O  -0.60  -5.83  -3.84  -0.378
C  -0.64  -5.41  -2.54  0.439
O  -0.56  -6.10  -1.55  -0.589
O  -1.03  -4.17  -2.42  -0.244
H  0.00  -2.14  -2.51  -0.189
H  -1.14  -1.34  -3.48  0.228
H  0.32  -2.05  -4.22  0.632
H  -2.32  -3.39  -3.75  0.129
H  0.24  -4.30  -5.07  0.265
H  -1.48  -4.68  -5.37  0.401
C  -2.99  -3.42  2.24  -1.311
C  -3.93  -4.60  2.37  0.450
C  -4.57  -4.85  3.77  -0.556
O  -5.94  -5.09  3.53  -0.380
C  -6.28  -4.74  2.30  0.615
O  -7.39  -4.56  1.91  -0.529
O  -5.15  -4.31  1.65  -0.259
H  -3.39  -2.52  2.72  0.378
H  -2.62  -3.22  1.24  0.217
H  -2.16  -3.72  2.88  0.409
H  -3.55  -5.52  1.94  0.297
H  -4.55  -3.96  4.40  0.296
H  -4.07  -5.59  4.39  0.368
C  5.73  -2.05  1.23  -1.803
C  4.58  -1.04  1.18  1.269
C  3.60  -0.84  2.34  0.794
O  3.72  0.51  2.71  -0.236
C  4.68  1.11  1.97  0.515
O  4.94  2.26  2.10  -0.548
O  5.22  0.23  1.11  -0.447
H  6.54  -1.77  0.55  0.347
H  5.48  -3.11  1.22  0.378
H  6.16  -1.99  2.23  0.474
H  4.05  -1.23  0.24  -0.068
H  3.77  -1.46  3.23  -0.251
H  2.56  -1.02  2.05  -0.513

(2)
The following is a quantum chemistry calculation of a structure of composition C48H73I2N23O2, from the OMol25 dataset.

Results
Multiplicity: 1
HOMO-LUMO gap in eV: 6.880
Max |F| in Eh/bohr: 0.07770
E in eV: -105520.514
LUMO energy in eV: -0.2

Each line ends with the Mulliken charge.
Cartesian coordinates (Å):
C  -2.53  0.99  -2.93  -0.564
C  -1.47  1.93  -2.26  -0.069
I  0.43  1.75  -3.35  0.377
C  -1.90  3.46  -2.13  -0.679
I  -0.11  4.71  -2.54  0.015
N  -2.90  3.90  -3.09  0.227
C  -4.19  3.92  -2.60  0.365
O  -4.53  4.31  -1.52  -0.583
O  -5.17  3.47  -3.48  -0.435
H  -2.62  0.10  -2.28  0.210
H  -3.53  1.43  -3.04  -0.110
H  -2.13  0.66  -3.91  0.125
H  -1.28  1.54  -1.24  0.046
H  -2.15  3.72  -1.09  0.614
H  -2.83  3.44  -4.00  0.222
H  -5.41  2.56  -3.25  0.289
C  2.66  4.52  1.26  -0.837
C  1.55  3.62  0.89  0.382
N  0.68  2.92  0.60  -0.345
H  3.17  4.85  0.36  0.245
H  2.28  5.38  1.79  0.296
H  3.36  3.98  1.89  0.272
C  -5.31  1.52  0.37  -0.521
C  -4.12  0.64  0.36  0.472
N  -3.20  -0.04  0.37  -0.429
H  -6.02  1.16  1.12  0.168
H  -5.02  2.54  0.61  0.237
H  -5.79  1.51  -0.61  0.147
C  0.52  -0.99  -0.31  -0.172
C  -0.28  -1.82  -1.23  0.282
N  -0.90  -2.46  -1.95  -0.540
H  1.39  -0.60  -0.82  0.162
H  -0.08  -0.16  0.06  0.229
H  0.84  -1.59  0.54  0.034
C  -5.05  -2.03  3.63  -0.760
C  -5.98  -0.98  3.18  0.431
N  -6.70  -0.15  2.83  -0.528
H  -4.78  -2.66  2.78  0.267
H  -4.15  -1.58  4.03  0.277
H  -5.52  -2.64  4.39  0.275
C  2.48  -1.04  3.25  -0.357
C  3.28  0.14  2.88  0.480
N  3.92  1.06  2.60  -0.511
H  1.51  -0.72  3.64  0.353
H  2.32  -1.66  2.38  -0.102
H  3.00  -1.62  4.00  0.107
C  3.77  -3.56  -1.31  -1.009
C  3.77  -3.02  0.06  0.392
N  3.76  -2.60  1.13  -0.409
H  2.82  -4.05  -1.51  0.429
H  3.91  -2.75  -2.03  0.347
H  4.57  -4.28  -1.42  0.217
C  4.17  2.42  -6.07  -0.806
C  3.12  1.84  -5.20  0.576
N  2.32  1.38  -4.52  -0.662
H  4.38  1.74  -6.89  0.292
H  3.82  3.37  -6.47  0.283
H  5.08  2.58  -5.49  0.262
C  -2.44  0.38  -7.40  -0.861
C  -2.73  1.70  -6.81  0.412
N  -2.95  2.73  -6.35  -0.446
H  -3.27  -0.30  -7.20  0.271
H  -2.31  0.48  -8.47  0.346
H  -1.53  -0.03  -6.96  0.255
C  6.07  2.05  -2.31  -0.670
C  6.24  0.62  -2.62  0.487
N  6.36  -0.50  -2.86  -0.525
H  5.76  2.18  -1.28  0.222
H  7.02  2.57  -2.47  0.294
H  5.32  2.49  -2.96  0.160
C  -9.92  -1.56  5.19  -0.747
C  -8.73  -2.44  5.17  0.355
N  -7.81  -3.11  5.15  -0.451
H  -10.62  -1.92  5.94  0.336
H  -9.62  -0.55  5.43  0.210
H  -10.40  -1.57  4.21  0.278
C  -8.17  -6.29  6.56  -0.087
C  -9.18  -6.88  7.47  0.260
N  -9.96  -7.34  8.17  -0.395
H  -7.98  -6.96  5.73  -0.064
H  -8.52  -5.33  6.18  -0.029
H  -7.24  -6.13  7.10  0.283
C  3.10  -1.72  7.61  -0.788
C  2.30  -2.55  6.69  0.386
N  1.69  -3.19  5.97  -0.400
H  3.98  -1.33  7.10  0.277
H  2.50  -0.88  7.97  0.268
H  3.42  -2.31  8.46  0.301
C  0.83  8.68  -4.90  -0.884
C  0.90  7.82  -3.71  0.500
N  0.96  7.14  -2.78  -0.559
H  1.69  9.35  -4.93  0.320
H  0.82  8.07  -5.80  0.330
H  -0.08  9.28  -4.87  0.296
C  -5.33  -9.10  5.95  -0.749
C  -6.05  -8.40  4.86  0.359
N  -6.60  -7.87  4.00  -0.415
H  -5.41  -8.53  6.87  0.267
H  -5.76  -10.09  6.10  0.271
H  -4.28  -9.20  5.68  0.289
C  3.56  -6.97  1.70  -0.813
C  2.86  -6.34  0.57  0.378
N  2.31  -5.84  -0.31  -0.431
H  3.43  -6.37  2.60  0.265
H  3.15  -7.97  1.88  0.315
H  4.62  -7.06  1.48  0.253
C  7.32  0.39  1.44  -0.161
C  8.14  1.56  1.08  0.310
N  8.77  2.47  0.79  -0.454
H  6.36  0.72  1.85  -0.048
H  7.14  -0.23  0.56  0.176
H  7.84  -0.21  2.20  0.177
C  1.08  10.64  -1.20  -0.379
C  1.88  11.83  -1.55  0.296
N  2.50  12.76  -1.82  -0.355
H  0.12  10.95  -0.80  0.270
H  0.92  10.03  -2.08  -0.114
H  1.60  10.05  -0.45  0.256
C  -11.83  2.03  3.76  -0.769
C  -11.47  1.51  5.09  0.404
N  -11.20  1.11  6.13  -0.430
H  -11.09  2.75  3.43  0.271
H  -11.87  1.21  3.04  0.267
H  -12.81  2.52  3.80  0.288
C  9.24  -3.21  1.16  -0.509
C  9.29  -2.74  2.56  0.265
N  9.31  -2.33  3.63  -0.437
H  8.28  -3.66  0.96  0.085
H  9.40  -2.37  0.48  0.264
H  10.02  -3.96  0.99  0.348
C  -7.50  5.48  -5.14  -0.364
C  -8.58  4.57  -5.55  0.293
N  -9.43  3.86  -5.87  -0.378
H  -6.96  5.83  -6.02  0.259
H  -7.91  6.34  -4.61  0.269
H  -6.81  4.96  -4.48  -0.071
C  7.31  -4.60  -2.97  -0.431
C  7.44  -5.00  -1.56  0.419
N  7.55  -5.30  -0.46  -0.545
H  6.48  -5.14  -3.43  0.318
H  7.12  -3.53  -3.04  0.113
H  8.23  -4.84  -3.51  0.165
C  11.77  -3.32  -3.62  -0.758
C  10.92  -4.07  -4.57  0.370
N  10.27  -4.65  -5.31  -0.408
H  12.64  -2.92  -4.13  0.313
H  11.20  -2.49  -3.19  0.245
H  12.09  -3.98  -2.82  0.260

Q: max |F| of number 1 (C48H72O36)?
A: 0.05749 Eh/bohr